93
Properties=species:S:1:pos:R:3 method="wB97M-V/def2-TZVPD" total_energy_ha=-3517.53782 s_squared=0.989 fmax_ha_per_bohr=0.0061 multiplicity=2 e_above_lowest_kj_mol=1.2
I 1.688 2.076 1.886
V 0.173 0.450 0.327
N -0.973 2.192 0.111
N 1.241 0.975 -1.304
N 1.286 -1.150 0.622
N -0.968 -0.119 1.900
N 0.344 -6.727 -1.573
C -4.675 4.211 4.925
C -2.486 -5.243 3.067
C -1.778 -2.553 -0.510
C -2.358 3.935 0.564
C -1.112 -1.563 -1.242
C 0.885 4.992 -3.178
C -0.100 -2.405 2.220
C -0.131 -1.961 -2.163
C 2.782 0.957 -2.974
C 4.470 -2.393 -2.209
C -1.239 4.110 -3.878
C 6.652 -0.684 -2.109
C -0.598 -3.780 2.540
C 0.115 -4.948 2.225
C -1.594 -1.111 3.847
C -1.395 -0.141 -1.010
C 3.181 -2.455 0.698
C 5.432 -0.282 -1.585
C 6.782 -1.941 -2.686
C -2.502 3.441 4.240
C 1.073 -2.195 1.490
C 0.014 -5.625 -1.550
C 2.358 0.366 -1.746
C 2.533 -1.345 0.035
C 1.898 1.958 -3.256
C -0.125 4.044 -3.046
C 4.333 -1.136 -1.626
C -1.940 -3.979 2.909
C -1.336 5.107 -4.838
C -0.404 -4.252 -1.495
C -2.190 2.014 2.224
C -3.072 2.773 3.161
C -4.447 2.834 2.966
C -5.246 3.550 3.847
C -0.891 -1.270 2.591
C -1.847 2.672 1.009
C 0.236 -3.285 -2.276
C -0.892 3.090 -0.910
C -1.442 -3.887 -0.642
C -1.730 -6.377 2.825
C -3.302 4.156 5.120
C 5.690 -2.794 -2.737
C 2.299 -2.980 1.562
C 3.024 -0.696 -1.064
C -0.430 -6.212 2.378
C -0.029 2.974 -2.010
C -1.768 4.192 -0.636
C -2.142 0.124 3.853
C 0.945 1.996 -2.193
C -0.326 6.050 -4.967
C -1.775 0.766 2.619
C 0.783 5.992 -4.134
H 7.503 -0.017 -2.064
H -2.159 -7.364 2.931
H -4.891 2.317 2.123
H 1.571 6.729 -4.225
H -2.720 0.581 4.641
H -3.528 -5.332 3.350
H -5.299 4.768 5.612
H 1.910 2.620 -4.106
H -1.428 3.397 4.381
H -0.404 6.830 -5.713
H 1.746 4.942 -2.522
H 5.325 0.696 -1.130
H -3.064 4.550 1.099
H 1.019 -3.582 -2.963
H 1.091 -4.903 1.778
H -1.610 -1.831 4.647
H -1.287 0.487 -1.890
H -1.899 5.057 -1.266
H 0.166 -7.073 2.104
H -2.203 5.148 -5.485
H 3.644 0.656 -3.547
H -2.851 4.673 5.958
H -2.028 3.376 -3.770
H 4.200 -2.764 0.533
H 7.735 -2.253 -3.095
H -2.564 -2.265 0.178
H -2.609 -3.143 3.011
H 3.614 -3.057 -2.245
H -2.334 0.049 -0.498
H -6.317 3.589 3.691
H 2.494 -3.761 2.274
H 5.785 -3.774 -3.187
H 0.372 -1.208 -2.759
H -1.951 -4.643 -0.058



59
Properties=species:S:1:pos:R:3 method="wB97M-V/def2-TZVPD" total_energy_ha=-1665.02043 fmax_ha_per_bohr=0.0172 multiplicity=1 e_above_lowest_kj_mol=0.0 smiles="CCC(=O)N1CCc2cc(S(=O)(=O)CCC(=O)NCCC3=CCCCC3)ccc21"
S 0.274 4.481 0.184
O 0.899 0.921 -0.827
O -3.347 -0.965 1.942
O 0.034 5.468 -0.835
O 0.436 4.940 1.541
N 0.736 0.428 1.365
N -3.373 -0.117 -0.151
C -3.689 -1.062 0.779
C -4.452 -2.276 0.285
C 4.702 -1.180 0.370
C -1.418 2.745 -1.081
C 1.779 3.543 -0.263
C 4.417 -1.151 -1.128
C -2.629 1.036 0.109
C 1.147 1.188 0.334
C -3.462 -3.389 -0.068
C 3.450 -1.412 1.158
C -1.006 3.234 0.149
C -2.775 0.866 -2.252
C 0.096 -0.855 1.183
C 2.314 -1.863 0.642
C -2.271 1.572 1.336
C 1.960 2.416 0.734
C -3.654 -0.205 -1.584
C -2.239 1.643 -1.089
C -1.439 2.680 1.338
C 1.072 -2.004 1.479
C 3.529 -2.334 -1.496
C 2.171 -2.173 -0.821
H 2.591 4.263 -0.240
H 5.418 -1.979 0.596
H 1.674 2.770 1.725
H 3.008 2.104 0.767
H -1.107 3.127 2.262
H 5.164 -0.241 0.688
H 1.024 0.666 2.301
H 4.002 -3.259 -1.160
H -5.091 -2.039 -0.564
H -3.424 -1.202 -1.961
H 1.635 3.162 -1.271
H 3.895 -0.226 -1.383
H 1.629 -1.349 -1.296
H -1.078 3.218 -1.987
H 3.401 -2.392 -2.579
H -2.604 1.121 2.255
H -3.345 1.494 -2.936
H 1.574 -3.080 -0.948
H -1.950 0.420 -2.812
H -2.795 -3.089 -0.874
H -2.857 -3.631 0.802
H -4.717 -0.002 -1.758
H 5.353 -1.181 -1.689
H -3.998 -4.283 -0.378
H 3.520 -1.203 2.219
H -0.228 -0.894 0.142
H 1.333 -1.986 2.540
H 0.569 -2.949 1.266
H -5.078 -2.616 1.111
H -0.781 -0.919 1.833



22
Properties=species:S:1:pos:R:3 method="wB97M-V/def2-TZVPD" total_energy_ha=-383.26726 s_squared=0.755 fmax_ha_per_bohr=0.1051 multiplicity=2 e_above_lowest_kj_mol=284.5 total_charge=+1
O 1.169 -0.836 -2.666
N 0.498 -0.158 0.511
N -2.658 0.813 1.288
C -0.066 1.086 1.139
C -0.457 -1.291 0.252
C 1.922 -0.718 -1.503
C -1.416 0.752 2.036
C 1.178 0.433 -0.676
H 0.781 1.375 1.805
H -0.271 -2.114 0.994
H -1.351 -0.200 2.450
H -0.333 -1.772 -0.725
H 1.809 -1.160 -3.388
H -2.777 1.731 0.781
H -0.319 1.819 0.427
H -2.775 0.144 0.582
H -1.492 -0.940 0.250
H 1.806 1.338 -0.531
H 1.897 -1.548 -0.889
H -1.410 1.608 2.754
H 2.892 -0.440 -1.803
H 0.352 0.691 -1.468



16
Properties=species:S:1:pos:R:3 method="wB97M-V/def2-TZVPD" total_energy_ha=-325.90616 fmax_ha_per_bohr=0.0083 multiplicity=1 e_above_lowest_kj_mol=82.4 smiles="[H]/N=C1/CCCCO1"
O 0.654 -0.485 1.308
N -1.397 -1.378 1.831
C -0.446 0.530 -1.153
C 1.052 0.560 -0.859
C -1.052 -0.697 -0.468
C -0.628 -0.847 0.980
C 1.191 0.667 0.651
H 1.531 -0.351 -1.247
H 2.209 0.793 1.018
H -0.664 0.517 -2.226
H 0.666 1.569 0.998
H -0.892 1.446 -0.745
H -0.919 -1.435 2.733
H 1.550 1.416 -1.324
H -0.709 -1.599 -0.996
H -2.145 -0.705 -0.501